Density functional theory data (wB97M-V/def2-TZVPD) for a molecular structure, C4H13N3O at a distorted geometry.

Summary:
- energy (eV) = -10872.83971
- ΔE to the lowest compared entry with this formula, charge and spin (kJ/mol) = 466.8
- charge = 0
- multiplicity = 1

Structure (XYZ):
```
21
Properties=species:S:1:pos:R:3:forces:R:3
C 0.62732 1.67298 1.84765 0.028 0.065 -0.349
N 1.03141 1.25054 0.51381 -0.651 0.733 -0.228
N 2.04865 -1.25586 0.65672 -1.278 -1.973 -2.114
H 1.73693 1.86572 0.12909 -0.158 0.148 -0.057
H 2.57720 -0.39116 0.77585 -0.902 -0.197 -0.800
H 1.56467 -1.38634 1.54231 -0.281 -0.013 -0.347
H -0.08157 0.94479 2.24725 0.019 0.019 0.076
H 0.15642 2.66459 1.87665 0.004 -0.009 0.189
H 1.50123 1.68405 2.49926 -0.047 0.018 0.124
C 0.17842 -1.26119 -1.55318 -3.130 0.378 -1.544
C -1.16604 -1.23358 -1.17999 3.239 -1.602 -0.168
N -1.38080 1.13725 -1.08203 -0.578 -1.277 0.154
C -1.88127 -0.03433 -0.87231 -0.644 2.188 -0.339
O -1.77234 -2.43274 -0.94620 -0.288 0.431 0.007
H -2.64766 -2.29698 -0.56056 0.083 -0.057 -0.037
H 0.22091 1.21761 -0.12408 0.899 0.215 0.385
H -2.00627 1.89612 -0.82450 -0.203 -0.164 0.000
H -2.91921 -0.18288 -0.53477 0.158 0.125 0.129
H 0.50477 -2.14873 -2.07793 0.288 -0.395 0.573
H 0.53316 -0.35130 -2.01559 0.277 0.262 0.519
H 1.17409 -1.35856 -0.31744 3.166 1.106 3.828
```
Positions in Å, forces in eV/Å.